[1]
Here is a 2-piece molecular cluster, H8N4Si overall at a distorted geometry from the Open Molecules 2025 dataset. Energies are from ωB97M-V/def2-TZVPD.

Summary:
Charge ... 0

Each atom is followed by the atoms it is bonded to, with distances in Å.
Geometry (Å):
1 N -1.431 0.347 -1.991  H6 0.972, H7 0.993
2 N -0.742 -0.025 1.668  Si5 1.747, H8 1.046, H9 1.084
3 N 0.845 -1.492 0.009  Si5 1.720, H10 1.086, H11 1.024
4 N 1.523 1.358 0.401  Si5 1.758, H12 1.124, H13 0.997
5 Si 0.288 0.115 0.263  N2 1.747, N3 1.720, N4 1.758
6 H -1.225 -0.426 -2.543  N1 0.972
7 H -2.040 -0.066 -1.324  N1 0.993
8 H -1.642 -0.547 1.564  N2 1.046
9 H -0.720 0.845 2.313  N2 1.084
10 H 0.057 -2.208 -0.209  N3 1.086
11 H 1.585 -1.763 -0.645  N3 1.024
12 H 1.572 2.319 0.983  N4 1.124
13 H 1.930 1.545 -0.489  N4 0.997

Results of the natural (NBO) charge analysis, in e, for atoms 1 through 4: -1.14, -1.34, -1.33, -1.33

---

[2]
Here is a single C4H8S2 molecule at a distorted geometry from the Open Molecules 2025 dataset. Energies are from ωB97M-V/def2-TZVPD.

Summary:
Charge ... 0
ΔE to the lowest compared entry with this formula, charge and spin ... 0.000 eV
SMILES string ... C1CCSSC1

Each atom is followed by the atoms it is bonded to, with distances in Å.
Geometry (Å):
1 C -1.669 1.266 0.537  C2 1.540, C6 1.522, H7 1.081, H8 1.106
2 C -1.643 -0.250 0.806  C1 1.540, C3 1.520, H9 1.097, H10 1.124
3 C -0.398 -0.696 1.555  C2 1.520, S4 1.824, H11 1.099, H12 1.079
4 S 1.093 -0.381 0.553  C3 1.824, S5 2.084
5 S 0.997 1.695 0.697  S4 2.084, C6 1.828
6 C -0.525 1.804 -0.310  C1 1.522, S5 1.828, H13 1.119, H14 1.098
7 H -2.612 1.552 0.091  C1 1.081
8 H -1.635 1.756 1.529  C1 1.106
9 H -1.767 -0.833 -0.115  C2 1.097
10 H -2.536 -0.452 1.457  C2 1.124
11 H -0.325 -0.187 2.526  C3 1.099
12 H -0.512 -1.744 1.783  C3 1.079
13 H -0.742 2.871 -0.566  C6 1.119
14 H -0.450 1.239 -1.249  C6 1.098

Results of the natural (NBO) charge analysis, in e, for atoms 1 through 4: -0.42, -0.41, -0.54, 0.09

---

[3]
Here is a single C21H26N2O5S molecule at a distorted geometry from the Open Molecules 2025 dataset. Energies are from ωB97M-V/def2-TZVPD.

Summary:
Charge ... 0
ΔE to the lowest compared entry with this formula, charge and spin ... 3.073 eV
SMILES string ... CCCN(CCC)S(=O)(=O)c1ccc(C(=O)NCc2ccc3c(c2)OCO3)cc1

Each atom is followed by the atoms it is bonded to, with distances in Å.
Geometry (Å):
1 C 4.139 -6.035 -2.189  C2 1.526, H30 1.088, H31 1.088, H32 1.088
2 C 3.449 -4.801 -2.764  C1 1.526, C3 1.541, H33 1.090, H34 1.092
3 C 2.112 -4.476 -2.071  C2 1.541, N4 1.447, H35 1.093, H36 1.090
4 N 2.139 -3.268 -1.276  C3 1.447, C5 1.446, S8 1.666
5 C 2.919 -3.246 -0.058  N4 1.446, C6 1.530, H37 1.094, H38 1.093
6 C 2.061 -3.605 1.157  C5 1.530, C7 1.523, H39 1.091, H40 1.092
7 C 2.861 -3.498 2.449  C6 1.523, H41 1.087, H42 1.088, H43 1.087
8 S 2.150 -1.827 -2.113  N4 1.666, O9 1.439, O10 1.432, C11 1.793
9 O 3.463 -1.240 -2.163  S8 1.439
10 O 1.446 -2.025 -3.344  S8 1.432
11 C 1.138 -0.838 -1.010  S8 1.793, C12 1.381, C29 1.382
12 C 1.666 0.274 -0.385  C11 1.381, C13 1.385, H44 1.079
13 C 0.874 1.010 0.481  C12 1.385, C14 1.392, H45 1.080
14 C -0.440 0.619 0.720  C13 1.392, C15 1.497, C28 1.393
15 C -1.333 1.352 1.673  C14 1.497, O16 1.215, N17 1.354
16 O -2.140 0.776 2.375  C15 1.215
17 N -1.152 2.693 1.698  C15 1.354, C18 1.451, H46 1.008
18 C -1.994 3.566 2.494  N17 1.451, C19 1.508, H47 1.093, H48 1.093
19 C -3.039 4.243 1.644  C18 1.508, C20 1.388, C24 1.397
20 C -4.084 3.490 1.128  C19 1.388, C21 1.392, H49 1.079
21 C -5.060 4.050 0.309  C20 1.392, C22 1.374, H50 1.077
22 C -4.946 5.391 0.030  C21 1.374, C23 1.396, O27 1.369
23 C -3.896 6.154 0.543  C22 1.396, C24 1.373, O25 1.369
24 C -2.929 5.604 1.347  C19 1.397, C23 1.373, H51 1.078
25 O -4.022 7.448 0.112  C23 1.369, C26 1.412
26 C -5.188 7.479 -0.682  O25 1.412, O27 1.411, H52 1.102, H53 1.102
27 O -5.756 6.188 -0.733  C22 1.369, C26 1.411
28 C -0.951 -0.516 0.094  C14 1.393, C29 1.382, H54 1.079
29 C -0.163 -1.243 -0.779  C11 1.382, C28 1.382, H55 1.078
30 H 5.077 -6.219 -2.708  C1 1.088
31 H 3.506 -6.912 -2.309  C1 1.088
32 H 4.355 -5.913 -1.130  C1 1.088
33 H 3.272 -4.961 -3.828  C2 1.090
34 H 4.101 -3.930 -2.674  C2 1.092
35 H 1.801 -5.299 -1.422  C3 1.093
36 H 1.336 -4.307 -2.818  C3 1.090
37 H 3.772 -3.927 -0.130  C5 1.094
38 H 3.313 -2.233 0.055  C5 1.093
39 H 1.682 -4.621 1.041  C6 1.091
40 H 1.203 -2.931 1.194  C6 1.092
41 H 2.239 -3.753 3.303  C7 1.087
42 H 3.713 -4.173 2.430  C7 1.088
43 H 3.230 -2.483 2.584  C7 1.087
44 H 2.690 0.546 -0.589  C12 1.079
45 H 1.292 1.866 0.991  C13 1.080
46 H -0.589 3.127 0.983  N17 1.008
47 H -1.365 4.306 2.994  C18 1.093
48 H -2.469 2.926 3.242  C18 1.093
49 H -4.141 2.441 1.375  C20 1.079
50 H -5.872 3.465 -0.088  C21 1.077
51 H -2.125 6.206 1.738  C24 1.078
52 H -4.931 7.810 -1.701  C26 1.102
53 H -5.914 8.184 -0.245  C26 1.102
54 H -1.966 -0.814 0.311  C28 1.079
55 H -0.534 -2.119 -1.285  C29 1.078

Results of the natural (NBO) charge analysis, in e, for atoms 1 through 4: -0.60, -0.43, -0.22, -0.69

---

Computed lowest unoccupied orbital energy (Eh) in order:
0.0046, 0.0252, 0.0078
Computed calculated total energy (hartree) in order:
-513.288227, -953.586631, -1699.710634